1.
Formula: C35H62F5IN4O5S
Source: the Open Molecules 2025 dataset
Level of theory: ωB97M-V/def2-TZVPD

Geometry as XYZ:
```
113
Properties=species:S:1:pos:R:3:forces:R:3
I -0.0124 1.4069 1.3851 -0.67 0.39 -0.75
S -3.5342 3.5050 -3.0698 -8.94 3.31 1.51
F -4.4716 1.6379 -5.6014 5.47 -0.49 1.82
F -2.3752 3.9513 -5.4798 -0.30 -3.54 3.66
F -2.6650 0.2398 -4.5858 -1.73 4.87 -1.97
F -2.2914 1.5251 -6.5582 -2.55 0.01 4.72
F -1.0515 2.5472 -4.0695 -4.45 1.04 -0.70
O -2.5489 -1.2991 -0.0718 0.70 3.25 0.06
O -4.8161 2.6230 -2.8012 5.78 1.64 -1.05
O -4.0968 4.9238 -3.4390 3.71 -4.96 1.11
O -2.1514 5.5850 -0.0267 1.41 0.38 -1.94
O -1.7174 -7.0075 2.8415 0.20 2.08 3.12
N -1.6259 -6.4152 4.1141 -0.01 -3.67 -3.54
N 1.8217 -2.7531 -0.2576 -3.15 -2.03 2.59
N 0.3760 3.0074 -1.4636 0.40 0.89 -0.80
N -2.3902 2.4482 -0.5542 -0.75 -0.12 0.87
C 4.8726 2.0149 -3.7336 0.09 0.42 -0.24
C 3.5805 1.1617 -3.1999 0.43 -1.25 -1.03
C 2.8760 -2.3984 -1.3250 -1.10 0.35 -0.28
C -3.1298 0.0767 -0.0174 0.47 -0.40 0.48
C 5.2277 3.3606 -2.8570 1.52 -0.36 0.15
C -0.2241 -6.6324 4.6146 1.76 0.74 0.62
C -1.2516 2.8996 0.3867 0.35 2.05 1.32
C -1.3701 6.6768 0.5162 0.06 2.34 2.45
C 0.0833 -5.6948 5.8145 -0.28 0.04 0.21
C -2.3649 1.0700 -1.1275 0.39 -4.14 -0.41
C -2.4480 2.8599 -4.4372 3.31 0.28 -3.86
C -4.1020 -7.0921 4.2100 0.79 -0.12 -0.66
C 0.4444 6.2646 -2.5448 -0.30 1.51 -1.02
C -3.0303 -5.9730 6.1200 0.25 0.35 0.22
C 3.9523 0.0468 -2.0546 -1.38 0.27 0.36
C 0.8303 -3.8893 -0.4299 -1.99 1.00 4.13
C -0.4919 6.2899 1.8869 1.01 0.44 -1.37
C -2.7312 -6.9755 4.9628 -1.70 0.35 1.00
C -1.5726 4.9144 -1.1951 1.18 -3.12 0.59
C 5.4039 4.7236 -3.7673 -0.15 0.23 0.36
C 3.9996 5.3908 -4.2851 0.05 0.22 -1.05
C -0.1810 -3.9821 0.8650 4.27 3.80 -0.98
C 1.5767 -2.0794 1.0942 -2.82 -2.61 -0.48
C -1.1255 5.7680 -2.5193 -0.35 1.32 0.22
C 2.5882 -0.8478 -1.7689 0.12 0.85 -0.22
C -2.4197 -8.3963 5.5217 0.29 -0.12 -0.35
C 0.8518 -6.2322 3.5567 -0.57 -0.19 -0.33
C -3.0321 1.5396 -5.2407 -0.10 -2.17 -3.47
C -0.3859 3.9311 -0.5434 1.31 0.27 0.24
C 2.6931 5.0907 -3.3421 0.64 -0.90 -0.67
C -1.0085 -8.5789 6.0644 -0.02 0.00 0.08
C 1.2797 5.7253 -3.8900 0.69 0.64 0.93
C 0.3022 -2.7742 1.8627 2.65 -0.80 -4.95
C 0.0253 -8.0972 5.0553 -0.29 -0.10 -0.07
C -2.6976 3.6807 -1.3871 -1.46 2.87 0.79
H 6.3011 3.1586 -2.3752 -2.35 0.55 -0.91
H -0.4898 -5.9288 6.7133 -0.03 0.03 -0.14
H -2.9249 0.4505 1.0931 -0.54 -0.30 -2.26
H 4.7419 2.3658 -4.8616 -0.01 -0.87 2.35
H 4.8007 -0.7014 -2.3525 -1.36 1.81 0.45
H -4.0522 -5.5800 6.0742 0.11 -0.32 -0.07
H -0.8988 -8.0547 7.0185 0.05 0.03 -0.04
H -1.2789 0.6032 -1.2821 -2.21 1.67 0.43
H -4.8966 -7.3692 4.9084 0.30 0.12 0.19
H 5.8120 1.2981 -3.7348 -1.98 1.42 0.03
H -2.4016 -5.0792 6.0826 0.04 -0.25 -0.03
H -4.0907 -7.8683 3.4353 0.18 0.27 0.10
H 1.8624 -6.2812 3.9843 -0.39 -0.04 0.21
H 0.5003 4.5571 -0.0561 -2.75 -1.01 -0.04
H -0.1064 -4.6458 5.5550 -0.03 -0.20 -0.03
H -0.8375 -9.6405 6.2799 -0.06 0.16 0.01
H 3.8015 4.9962 -5.3916 0.19 0.76 2.39
H 1.5471 6.6364 -4.5903 -0.73 -1.79 1.48
H -1.8692 3.3489 1.2838 1.68 -0.38 -1.93
H -1.5641 -1.1295 0.1380 -1.97 -0.85 -0.27
H 2.9879 5.4522 -2.2451 -0.96 -0.79 -2.31
H 0.6273 4.9798 -4.5287 1.45 1.30 1.37
H 0.8587 -6.8960 2.6850 -0.23 0.16 0.17
H -0.1530 -2.4619 2.9035 1.23 -0.72 -2.44
H -1.8156 6.7419 -2.5302 1.35 -2.30 0.03
H 6.0466 4.4863 -4.7246 -1.18 0.36 2.01
H 0.4009 7.4488 -2.6961 0.06 -2.57 0.58
H 0.0118 -8.7703 4.1870 -0.10 0.28 -0.03
H -3.6247 4.1162 -0.7671 1.65 -0.58 -2.10
H 0.6337 3.4728 -2.3747 -0.53 -0.45 1.34
H 3.1741 0.5494 -4.1397 0.77 1.28 2.00
H -1.0652 -4.7088 1.1183 2.10 1.45 -0.87
H 2.2458 -1.1726 1.4145 -1.41 -2.12 -0.75
H 4.4951 3.4839 -1.9506 1.25 -0.06 -1.83
H 2.6257 -3.0784 -2.2729 0.71 1.36 2.32
H 5.9979 5.5470 -3.1475 -1.27 -1.88 -1.20
H -3.1398 -8.6585 6.3062 -0.06 0.29 -0.20
H 2.6777 1.8009 -2.8213 1.77 -0.94 -0.64
H 1.0259 -8.1974 5.4949 -0.10 0.30 -0.16
H -2.1508 7.4929 0.9077 1.50 -1.93 -1.19
H 1.9109 -0.8829 -2.7370 1.44 0.12 1.89
H -4.2996 0.0735 -0.2200 2.60 -0.30 0.35
H 1.9725 -0.2255 -0.9632 1.17 -1.73 -1.52
H 1.1379 -5.7667 6.1081 -0.18 -0.14 -0.28
H 0.6973 -5.2045 3.2047 -0.03 -0.26 0.07
H -0.6612 7.2497 -0.2089 -1.45 -1.45 0.85
H 1.0300 6.1012 -1.5458 -1.15 0.01 -1.98
H -1.3070 5.2418 -3.5477 0.07 0.65 2.21
H 4.1982 6.5597 -4.4179 -0.66 -2.46 0.43
H -4.3819 -6.1420 3.7408 0.13 -0.12 0.09
H -2.9360 0.8872 -2.1261 0.95 1.08 1.80
H 0.6443 6.4575 1.5607 -2.32 -0.64 0.99
H 3.9707 -2.6100 -0.9540 -2.26 0.53 -0.59
H 1.3102 2.7710 -1.0284 -1.53 0.38 -0.51
H 0.7164 -4.6543 -1.3322 0.81 2.23 2.00
H -2.9032 -6.4320 7.1058 0.05 0.07 -0.12
H -2.5643 -9.1385 4.7232 -0.01 0.29 -0.03
H 2.5395 3.9066 -3.3577 0.56 2.51 0.35
H -3.1990 2.3943 0.1374 1.07 -0.02 -1.33
H -0.6930 7.0690 2.7401 0.16 -1.82 -1.62
H -0.6486 5.1713 2.1934 0.24 2.31 -0.36
H 4.1792 0.6413 -1.0442 -0.04 -1.53 -2.17
```
Positions in Å, forces in eV/Å.

Calculated values
Energy above the lowest of the compared OMol25 structures with the same formula, charge and spin = 1794.0 kJ/mol
Frontier orbital gap = 0.21967 Eh
Net charge = +1
Expectation value of S² = 0.755
E_tot = -3160.15980 hartree
Spin multiplicity = 2

2.
Formula: C37H47AsClN6OOsS2
Source: the Open Molecules 2025 dataset
Level of theory: ωB97M-V/def2-TZVPD

Geometry as XYZ:
```
96
Properties=species:S:1:pos:R:3:forces:R:3
Os 0.6744 -0.1383 -0.9099 0.23 0.16 0.07
As 0.5525 -0.9826 -3.2577 0.14 0.13 0.11
Cl 2.4648 1.6578 -0.9546 -0.32 -0.49 -0.38
S -0.7862 1.7025 -1.0076 0.21 0.03 0.09
S -2.6904 0.8829 -0.9218 -0.49 -0.05 -0.22
O 7.0269 -4.2646 -0.1344 0.07 0.01 -0.06
N -3.2027 3.0485 -2.4990 -0.03 0.03 0.06
N 0.3200 0.7293 1.0505 0.01 0.10 -0.13
N 3.6216 -2.9952 0.1467 -0.01 -0.09 -0.17
N 2.5990 -3.5971 0.7917 0.00 0.09 0.06
N -4.7600 1.3415 -2.4470 -0.02 -0.01 -0.04
N 1.8777 -1.7732 -0.2814 0.14 0.07 -0.12
C -5.3053 2.4509 -4.5831 -0.01 -0.04 -0.02
C -0.8398 2.7463 1.6659 -0.02 -0.01 0.09
C 0.3716 -5.6023 -2.6694 -0.01 0.00 -0.01
C 0.5982 0.3785 -4.6377 -0.01 0.03 0.02
C 5.1810 -5.6621 -0.9551 0.01 0.00 0.04
C 1.4329 -4.5180 -4.9925 -0.02 -0.01 0.00
C 1.0180 -5.8436 -4.9687 0.00 0.01 0.00
C -1.1639 -1.7921 -3.6620 -0.01 0.03 0.08
C 4.8390 -6.2920 0.4007 0.01 -0.01 -0.01
C 6.7670 -2.2056 -2.1393 -0.07 0.01 0.03
C 0.7483 0.5770 2.2993 -0.01 0.03 0.10
C 3.1828 -1.9298 -0.4971 -0.03 -0.06 0.02
C 5.9735 -0.1989 -0.7977 0.04 0.05 0.00
C 6.2382 -6.5567 -1.6198 0.00 0.01 -0.03
C 1.5679 -2.8449 0.5189 -0.08 0.03 0.09
C -0.4610 1.7895 0.7640 0.06 0.04 0.04
C -6.2684 2.9564 -5.4451 -0.01 0.01 -0.01
C -8.0057 2.3437 -3.8946 0.00 0.00 0.01
C -3.6208 1.8723 -2.0740 0.00 0.09 0.23
C 0.4023 1.4903 3.2938 0.07 -0.10 -0.01
C 4.0552 0.3456 -2.7400 -0.02 0.02 0.00
C 1.8485 -2.3125 -3.8786 0.01 -0.03 0.04
C 5.7517 -4.2199 -0.7617 -0.06 0.05 -0.04
C 0.4898 -6.3884 -3.8083 -0.01 0.00 0.00
C -5.7182 1.9128 -3.3714 -0.03 0.02 0.11
C 0.7921 -4.2822 -2.6955 -0.03 0.01 0.00
C -7.0570 1.8405 -3.0188 -0.01 0.09 0.02
C -0.3868 2.5794 2.9792 -0.07 0.04 -0.07
C 5.0265 -3.3900 0.3240 0.03 0.06 0.10
C -7.6120 2.9077 -5.1008 0.01 0.00 0.00
C 3.9842 0.8984 -1.4750 0.04 0.10 0.16
C 4.9680 0.7230 -0.5228 0.02 -0.05 0.02
C 5.8512 -3.4625 -2.1094 0.05 0.04 0.07
C 1.3339 -3.7285 -3.8522 0.03 0.01 -0.03
C 5.9629 -0.9425 -1.9765 0.00 -0.02 -0.01
C 3.9259 -5.6529 -1.8334 -0.02 0.00 0.00
C 5.0635 -0.5718 -2.9825 0.02 0.03 -0.02
H 6.6468 -6.1408 -2.5430 -0.01 0.00 0.00
H -1.9234 -1.0114 -3.7125 0.03 0.00 0.00
H 7.5281 -2.2817 -1.3639 0.01 0.01 -0.01
H -5.9663 3.3715 -6.3966 0.00 0.01 0.00
H 3.8090 -1.2906 -1.0794 -0.02 -0.06 -0.06
H -5.0584 0.4933 -1.9804 0.08 -0.09 -0.12
H 7.0622 -6.7855 -0.9416 0.01 0.00 0.00
H 2.1158 -2.0220 -4.8959 0.02 0.00 0.00
H -8.3557 3.3032 -5.7786 0.00 -0.01 -0.01
H 3.3155 0.5821 -3.4909 0.01 -0.02 -0.01
H 4.6274 -7.3528 0.2626 0.00 0.00 -0.01
H 1.1114 -6.4503 -5.8593 -0.01 0.00 0.00
H 7.2823 -2.1751 -3.1001 0.02 -0.01 0.01
H -4.2649 2.4415 -4.8837 0.00 -0.03 -0.01
H 4.8451 -3.1872 -2.4407 -0.02 -0.06 -0.05
H -0.0413 -6.0233 -1.7618 0.00 0.00 0.00
H -0.6526 3.3031 3.7382 0.00 0.00 0.00
H 6.2184 -4.1708 -2.8505 0.02 0.02 -0.02
H 1.8435 -4.1016 -5.9050 0.02 0.00 0.01
H 4.1388 -5.3870 -2.8706 0.00 0.01 0.00
H -1.4429 -2.5319 -2.9158 0.01 -0.02 -0.01
H 5.6770 -6.2145 1.0951 -0.01 0.01 0.01
H -0.1708 1.1265 -4.4442 0.00 -0.02 0.01
H 7.6161 -4.8387 -0.6379 -0.01 -0.04 0.03
H -7.3580 1.4127 -2.0701 0.00 -0.02 -0.01
H 0.6983 -3.6757 -1.7997 0.04 -0.01 0.01
H 3.1573 -4.9770 -1.4548 0.01 0.00 0.00
H 5.1162 -1.0599 -3.9488 -0.02 -0.01 0.00
H 0.1654 -7.4200 -3.7916 0.01 0.00 0.00
H 1.3752 -0.2817 2.5011 0.01 0.01 0.00
H 4.9191 1.2235 0.4349 -0.01 -0.01 0.01
H -9.0530 2.2973 -3.6305 0.00 0.00 0.00
H 5.7822 -7.5117 -1.8813 0.00 0.00 0.01
H 5.5845 -2.4615 0.4281 0.00 -0.01 0.06
H 2.7411 -2.2028 -3.2592 -0.01 0.02 0.00
H 3.9545 -5.8458 0.8570 0.00 0.01 0.00
H 6.7303 -0.3928 -0.0471 -0.01 -0.01 0.01
H 5.0815 -3.9103 1.2752 -0.03 -0.05 -0.03
H -1.0810 -2.2861 -4.6293 -0.03 -0.01 0.00
H 3.4884 -6.6524 -1.8419 0.00 0.00 0.00
H 0.5790 -3.0558 0.8936 0.00 0.00 0.01
H 0.7678 1.3414 4.3003 -0.01 0.00 0.00
H 0.3976 -0.0991 -5.5962 0.01 0.02 -0.01
H -3.8355 3.6273 -3.0418 0.03 -0.04 -0.06
H -1.4570 3.5861 1.3777 0.01 0.01 0.01
H 1.5628 0.8784 -4.6835 0.00 -0.01 0.00
H -2.3891 3.4885 -2.0989 0.02 -0.04 -0.03
```
Positions in Å, forces in eV/Å.

Calculated values
Frontier orbital gap (spin up / spin down) = 0.21793 / 0.21940 Eh
Net charge = +3
E_tot = -5424.02276 hartree

3.
Formula: C31H50BiN2O2Se
Source: the Open Molecules 2025 dataset
Level of theory: ωB97M-V/def2-TZVPD

Geometry as XYZ:
```
87
Properties=species:S:1:pos:R:3:forces:R:3
Bi 1.8015 -1.9183 -1.7768 -0.02 0.00 -0.49
Se 1.4994 -1.8619 0.9385 -0.06 0.12 0.46
O 2.1449 0.0901 -1.4066 0.02 -0.09 0.01
O -0.2892 -1.5787 -1.6039 0.12 -0.06 0.20
N 4.4265 -1.5656 -1.9621 0.04 -0.12 -0.06
N 2.2854 -0.9707 -4.1957 -0.05 -0.19 0.18
C 0.8332 1.9427 4.6587 -0.01 -0.04 0.02
C -4.2231 -2.8637 -1.9434 0.04 0.03 0.02
C 1.9920 2.3660 -2.8517 -0.01 -0.05 -0.04
C 2.9226 4.0478 -1.2964 0.02 0.02 0.02
C -3.0953 -1.9945 0.6773 -0.02 -0.01 0.00
C -1.1133 -2.1906 1.9459 0.00 0.00 -0.08
C 1.7620 3.0624 -1.5040 0.00 -0.07 0.08
C 4.9968 -2.3696 -3.0655 -0.14 0.17 0.03
C 1.2520 2.0760 2.1714 0.01 0.02 -0.02
C -2.4947 -2.1717 1.9252 -0.11 -0.03 0.00
C 1.6023 0.0603 0.9365 -0.01 -0.21 -0.08
C -0.4124 -2.0113 0.7585 0.19 0.01 0.00
C -4.2374 -1.0865 3.3523 -0.02 0.06 0.00
C 1.6617 2.1348 -0.2704 0.03 0.11 -0.07
C 1.4073 2.7409 0.9556 -0.02 0.12 -0.01
C 1.3468 0.6964 2.1423 0.00 0.03 -0.05
C 4.6394 -1.7975 -4.4335 -0.01 0.10 0.03
C -2.4240 -1.8253 -0.5310 -0.11 0.00 -0.07
C -4.2401 -3.5758 3.0488 -0.01 -0.04 -0.03
C 0.9614 2.8646 3.4452 0.02 -0.01 -0.01
C -4.1422 -0.3694 -1.6317 0.03 -0.01 0.02
C 0.4422 3.8419 -1.6339 -0.02 0.02 0.01
C -3.2935 -1.6433 -1.7965 0.01 -0.02 0.06
C 1.7943 0.7342 -0.2716 -0.01 0.11 -0.03
C -3.3526 -2.3299 3.1835 0.02 -0.01 -0.05
C 2.1035 3.8578 3.7017 0.05 0.01 0.04
C 3.1881 -1.9159 -4.8920 -0.01 0.05 0.13
C -0.3559 3.6328 3.2706 -0.07 0.01 0.02
C -2.5229 -1.5118 -3.1171 0.03 0.00 -0.02
C -2.4915 -2.4813 4.4379 0.06 0.00 0.02
C -1.0136 -1.8097 -0.4904 -0.09 0.08 -0.06
H -3.5007 0.5082 -1.5121 -0.04 -0.05 -0.01
H -4.9394 -0.9728 2.5223 0.05 0.00 0.05
H -4.8037 -0.4241 -0.7646 0.04 0.00 -0.04
H 1.7512 1.3720 4.8335 -0.08 0.05 -0.01
H 1.3176 3.8219 0.9637 0.00 -0.08 0.00
H -4.7648 -0.2194 -2.5178 0.03 -0.02 0.05
H 2.8258 -2.9323 -4.7103 -0.02 0.00 0.01
H -4.1785 -1.9854 0.6464 0.03 0.00 -0.02
H 6.0808 -2.4282 -2.9857 0.11 0.01 0.00
H 3.0591 3.3349 3.7986 -0.06 0.04 0.00
H -1.1769 2.9477 3.0395 0.05 0.05 0.02
H 1.3767 -0.9402 -4.6489 0.02 0.01 -0.09
H 1.1981 1.6515 -3.0802 0.03 0.05 0.02
H 0.6417 2.5428 5.5500 0.00 -0.03 -0.02
H -4.9309 -3.4889 2.2062 0.05 -0.01 0.05
H -4.9039 -2.9756 -1.0985 0.03 0.01 -0.01
H 2.6510 -0.0228 -4.2251 -0.02 -0.01 0.10
H -3.1379 -2.5754 5.3133 0.04 0.00 -0.05
H 1.9206 4.4103 4.6277 0.01 -0.03 -0.07
H -4.8357 -3.7159 3.9555 0.04 0.02 -0.07
H 0.4848 4.4970 -2.5081 -0.01 -0.02 0.05
H 3.8699 3.5140 -1.1798 -0.04 0.03 -0.01
H -0.4006 3.1569 -1.7589 0.04 0.03 0.00
H 2.1959 4.5857 2.8920 0.00 -0.04 0.04
H -3.6405 -3.7845 -2.0308 -0.03 0.04 0.00
H 5.2537 -2.3189 -5.1671 0.02 -0.01 -0.05
H -4.8214 -1.1625 4.2740 0.03 0.00 -0.07
H -0.2911 4.3682 2.4646 -0.01 -0.05 0.05
H 1.2072 0.1010 3.0353 0.00 0.04 -0.03
H 4.8867 -1.7755 -1.0822 0.05 -0.05 -0.02
H -1.8627 -3.3763 4.3932 -0.05 0.08 0.01
H 4.9481 -0.7443 -4.4784 0.01 -0.07 -0.02
H 3.1490 -1.7576 -5.9677 -0.01 0.03 -0.12
H -1.9073 -2.3913 -3.3196 -0.06 0.08 0.02
H -0.0007 1.2411 4.5472 0.08 0.06 0.01
H -4.8312 -2.7582 -2.8456 0.03 0.00 0.05
H -3.2557 -1.4192 -3.9223 0.02 0.00 0.01
H -1.8831 -0.6284 -3.1334 -0.06 -0.07 0.00
H 2.9520 1.8458 -2.8821 -0.03 0.05 0.02
H -3.6313 -4.4714 2.8968 -0.05 0.05 0.02
H 4.5717 -0.5732 -2.1256 -0.05 -0.01 0.03
H -0.6043 4.1677 4.1918 0.02 -0.02 -0.07
H 4.6174 -3.3911 -2.9821 -0.02 -0.03 0.02
H 0.2426 4.4668 -0.7620 0.01 -0.04 -0.04
H -0.5660 -2.3326 2.8680 -0.01 0.01 -0.02
H -3.6267 -0.1804 3.4064 -0.05 -0.06 0.01
H 3.0073 4.7102 -2.1621 0.00 -0.03 0.05
H 2.7777 4.6725 -0.4129 0.01 -0.04 -0.04
H -1.8484 -1.6084 4.5928 -0.05 -0.07 0.00
H 1.9956 3.1332 -3.6305 0.01 -0.03 0.03
```
Positions in Å, forces in eV/Å.

Calculated values
Energy above the lowest of the compared OMol25 structures with the same formula, charge and spin = 30.2 kJ/mol
Frontier orbital gap = 0.28756 Eh
Net charge = +1
E_tot = -4087.11261 hartree

4.
Formula: C2H4NPS
Source: the Open Molecules 2025 dataset
Level of theory: ωB97M-V/def2-TZVPD

Geometry as XYZ:
```
9
Properties=species:S:1:pos:R:3:forces:R:3
S -4.6184 0.7935 0.2205 0.86 -0.54 -0.24
P -3.3513 -0.5389 -0.4285 -1.44 0.42 -0.29
N -2.0780 -0.7161 0.5597 0.09 0.39 -0.58
C -0.8200 -0.7711 0.5477 -0.25 1.52 -1.09
C 0.1553 -0.1447 -0.4739 0.91 0.53 3.62
H -0.4188 0.2320 -1.2660 -0.33 0.27 -1.50
H 0.9601 -0.8623 -0.6480 -0.34 -0.02 -0.65
H -0.5110 -1.2378 1.4191 1.81 -1.11 1.46
H 0.7361 0.7436 0.0266 -1.30 -1.46 -0.73
```
Positions in Å, forces in eV/Å.

Calculated values
Energy above the lowest of the compared OMol25 structures with the same formula, charge and spin = 40.9 kJ/mol
Frontier orbital gap = 0.29469 Eh
Structure (SMILES) = C/C=N\P=S
E_tot = -872.87773 hartree

Results for F_max: 9.65, 0.69, 0.49, 3.77 (in eV Å⁻¹, following the order of the records).